{
  "formula": "H18O21S3Zn3",
  "method": "ωB97M-V/def2-TZVPD",
  "e_above_lowest_kj_mol": 0.00,
  "orbital_gap_ev": 3.4206,
  "multiplicity": 1,
  "e_tot_ev": -221051.121,
  "fmax_ev_per_a": 4.30,
  "e_homo_ev": -7.2,
  "e_lumo_ev": -3.78,
  "elements": ["Zn", "Zn", "Zn", "S", "O", "O", "O", "O", "S", "O", "O", "O", "O", "S", "O", "O", "O", "O", "O", "H", "H", "O", "H", "H", "O", "H", "H", "O", "H", "H", "O", "H", "H", "O", "H", "H", "O", "H", "H", "O", "H", "H", "O", "H", "H"],
  "coordinates": [[-1.5266, 1.0164, 2.7591], [3.0451, -0.3123, 0.7968], [0.0561, 0.2917, -2.4750], [2.6385, 1.9105, -1.6753], [1.2090, 1.7366, -2.0576], [3.4717, 1.2577, -2.6658], [3.0472, 3.3008, -1.4063], [2.7575, 1.1911, -0.3925], [2.4674, -2.0999, -1.9629], [1.3730, -1.2080, -2.4220], [3.0192, -1.5954, -0.6641], [1.9057, -3.4318, -1.6873], [3.5469, -2.1999, -2.9263], [-0.1202, -0.0610, 0.8103], [-0.2647, 1.3452, 1.3164], [-0.4152, -0.1315, -0.6200], [1.1347, -0.6363, 1.1977], [-1.1989, -0.7124, 1.5980], [-3.0971, 1.4684, 1.5071], [-2.9391, 1.5358, 0.5475], [-3.7075, 2.1932, 1.7104], [0.0120, -3.2411, 2.3414], [-0.0416, -3.0315, 3.2795], [-0.3135, -2.4428, 1.8890], [1.3965, 3.5266, 1.0752], [0.8496, 2.7187, 1.0149], [2.0576, 3.4469, 0.3556], [3.0303, 0.9858, 2.4604], [3.1894, 1.9370, 2.3273], [2.9031, 0.8733, 3.4079], [-1.3961, 1.7160, -2.5541], [-1.2370, 2.5684, -2.1236], [-2.3273, 1.7185, -2.8094], [-1.4235, -1.1937, -3.1404], [-2.1403, -1.5072, -2.5697], [-1.2837, -1.8997, -3.7836], [-3.2545, -0.5288, -0.6283], [-3.4600, -0.9189, 0.2260], [-2.3113, -0.2985, -0.5699], [-2.8504, 0.0009, 3.8524], [-3.3497, -0.7528, 3.4987], [-3.4029, 0.3665, 4.5590], [-0.6615, -3.2230, -1.0771], [0.2724, -3.3946, -1.4321], [-0.6605, -2.2847, -0.8875]],
  "forces_ev_per_a": [[0.0, -1.0, -1.6], [-0.2, 0.1, -2.6], [1.9, -1.5, -0.7], [3.8, 0.1, -2.1], [-1.6, 1.6, -0.1], [-0.5, 0.5, 0.2], [-1.5, -0.5, 0.0], [-0.2, -0.7, 2.9], [1.7, -2.2, -1.3], [-0.9, 0.9, -0.3], [0.6, 0.7, 1.8], [-0.6, 0.3, 0.1], [-0.7, 0.6, 0.4], [0.3, -0.9, -0.8], [0.2, 1.8, 0.5], [-0.8, 0.0, 2.3], [-0.3, -0.2, 0.4], [-1.1, -0.6, 0.6], [-0.6, 0.9, 0.1], [0.1, -0.4, 0.1], [0.0, -0.1, -0.1], [-0.2, 0.3, 0.1], [0.0, 0.0, -0.1], [0.2, -0.7, 0.2], [-0.1, -0.4, 0.3], [0.7, 0.7, -0.2], [-0.2, 0.1, -0.2], [0.3, 0.2, 0.3], [-0.2, -0.2, -0.5], [0.1, -0.2, -0.1], [-1.2, 0.7, 0.0], [0.6, -0.2, -0.2], [0.2, -0.3, -0.2], [-0.5, 0.5, -0.3], [0.2, -0.1, 0.1], [0.4, 0.0, 0.2], [0.0, 0.6, -0.1], [0.1, -0.3, -0.1], [0.0, -0.4, -0.1], [-0.4, 0.2, 1.0], [0.4, 0.0, -0.3], [0.2, -0.1, 0.0], [0.0, -0.3, -0.3], [-0.5, 0.2, 0.5], [0.3, 0.0, -0.1]],
  "lowdin_charge": [0.976, 0.882, 0.731, 0.310, -0.394, -0.300, -0.338, -0.414, 0.331, -0.376, -0.396, -0.347, -0.309, 0.405, -0.361, -0.318, -0.274, -0.361, -0.035, 0.091, 0.108, -0.052, 0.020, -0.022, -0.099, -0.031, -0.002, -0.013, 0.095, 0.087, -0.014, 0.099, 0.095, -0.018, 0.058, 0.099, -0.041, 0.044, -0.020, 0.005, 0.124, 0.113, -0.099, 0.008, -0.045]
}